(1)
C34H44BClHfN5O6Se4Te as an isolated structure, computed with the ωB97M-V functional and the def2-TZVPD basis.

max |F|: 0.833 eV/Å
orbital gap: 6.19 eV
total energy: -338902.0912 eV
LUMO: 2.00 eV
ΔE to the lowest compared entry with this formula, charge and spin: 0.0000 eV
HOMO level: -0.154 hartree
charge: -1

CARTESIAN COORDINATES (ANGSTROEM)
Hf: 2.604 0.846 -0.713
Se: 4.953 -0.733 0.081
Se: 6.441 1.094 0.383
Te: 6.102 2.481 -1.679
Se: 3.742 3.253 -1.210
O: 1.495 -3.375 -1.192
C: 2.303 -2.685 -1.776
N: 2.430 -1.300 -1.695
C: 3.431 -0.928 -2.520
O: 3.715 0.279 -2.586
C: 4.021 -2.079 -3.235
C: 5.047 -2.183 -4.148
C: 5.353 -3.465 -4.595
C: 4.656 -4.579 -4.129
C: 3.625 -4.454 -3.200
C: 3.328 -3.179 -2.770
H: 5.581 -1.308 -4.492
H: 6.149 -3.608 -5.315
H: 4.928 -5.560 -4.497
H: 3.082 -5.314 -2.831
C: -0.338 4.202 0.617
C: 0.963 3.463 0.743
C: 2.019 4.022 1.626
O: 1.085 2.440 0.076
H: -0.669 4.594 1.578
H: -1.090 3.554 0.171
H: -0.174 5.056 -0.046
H: 1.584 4.656 2.398
H: 2.693 4.618 1.004
H: 2.635 3.228 2.047
C: 5.285 0.206 4.101
C: 3.847 0.652 3.872
C: 3.440 1.651 4.949
O: 3.821 1.359 2.622
B: 2.998 0.730 1.699
O: 2.327 -0.323 2.336
C: 2.829 -0.534 3.665
C: 1.632 -0.520 4.606
C: 3.459 -1.921 3.678
H: 5.917 1.084 4.239
H: 5.654 -0.340 3.233
H: 5.379 -0.428 4.986
H: 4.174 2.457 4.971
H: 3.398 1.198 5.941
H: 2.466 2.092 4.731
H: 1.114 0.440 4.600
H: 1.921 -0.744 5.636
H: 0.923 -1.282 4.280
H: 4.269 -1.990 2.953
H: 2.694 -2.645 3.394
H: 3.836 -2.191 4.668
C: -3.011 0.347 -2.046
C: -3.558 -1.085 -2.061
C: -2.688 -1.947 -2.985
C: -4.953 -1.030 -2.702
C: -3.616 -1.692 -0.617
O: -4.395 -2.898 -0.612
C: -4.135 -0.734 0.470
C: -5.634 -0.367 0.462
C: -5.934 1.084 0.166
C: -5.249 2.103 0.825
C: -5.525 3.436 0.572
C: -6.502 3.758 -0.355
Cl: -6.852 5.435 -0.684
C: -7.204 2.773 -1.024
C: -6.913 1.443 -0.754
C: -2.267 -2.252 -0.124
N: -1.234 -1.279 0.167
C: -0.151 -1.000 -0.543
N: 0.590 -0.106 0.089
C: -0.121 0.128 1.228
N: -1.230 -0.556 1.323
H: -2.800 0.668 -3.068
H: -2.072 0.443 -1.499
H: -3.733 1.047 -1.618
H: -2.838 -1.636 -4.020
H: -2.949 -3.005 -2.911
H: -1.622 -1.838 -2.787
H: -4.862 -0.574 -3.690
H: -5.653 -0.415 -2.140
H: -5.384 -2.023 -2.857
H: -5.271 -2.695 -0.953
H: -3.529 0.170 0.441
H: -3.902 -1.198 1.428
H: -6.045 -0.602 1.447
H: -6.208 -0.983 -0.232
H: -4.481 1.855 1.548
H: -4.989 4.223 1.084
H: -7.961 3.043 -1.747
H: -7.461 0.667 -1.276
H: -1.846 -2.959 -0.834
H: -2.468 -2.792 0.800
H: 0.074 -1.442 -1.493
H: 0.205 0.799 1.998
Se: 0.593 1.501 -2.657
C: 1.195 0.438 -4.067
N: 1.516 -0.241 -4.945

Atom charges from the Mulliken analysis, given in e for atoms 1 to 8: Hf 0.11; Se -0.32; Se -0.23; Te -0.18; Se -0.44; O -0.70; C -0.09; N 1.06

=====

(2)
One molecule with the formula C6H10, computed with the ωB97M-V functional and the def2-TZVPD basis.

max |F|: 0.492 eV/Å
orbital gap: 10.46 eV
total energy: -6382.6100 eV
LUMO: 1.11 eV
ΔE to the lowest compared entry with this formula, charge and spin: 1.2495 eV
HOMO level: -0.344 hartree
SMILES: CCC#CCC

CARTESIAN COORDINATES (ANGSTROEM)
C: 0.086 -2.559 0.581
C: -1.085 -1.635 0.940
C: -0.885 -0.275 0.428
C: -0.643 0.830 0.011
C: -0.203 2.141 -0.479
C: 1.216 2.055 -1.052
H: 0.130 -2.723 -0.500
H: 1.040 -2.120 0.892
H: -0.030 -3.531 1.071
H: -2.021 -2.051 0.546
H: -1.200 -1.591 2.030
H: -0.225 2.860 0.349
H: -0.896 2.518 -1.240
H: 1.235 1.411 -1.937
H: 1.589 3.045 -1.335
H: 1.890 1.623 -0.305

Atom charges from the natural (NBO) analysis, given in e for atoms 1 to 8: C -0.59; C -0.47; C -0.02; C -0.01; C -0.47; C -0.59; H 0.21; H 0.21

=====

(3)
One molecule with the formula C2H4N2OS in a non-equilibrium geometry, computed with the ωB97M-V functional and the def2-TZVPD basis.

max |F|: 9.239 eV/Å
orbital gap: 9.44 eV
total energy: -17998.2728 eV
LUMO: -0.03 eV
ΔE to the lowest compared entry with this formula, charge and spin: 4.3865 eV
HOMO level: -0.348 hartree
SMILES: [H]/N=C/NOC=S

CARTESIAN COORDINATES (ANGSTROEM)
H: 2.554 -0.486 -1.125
N: 1.595 -0.131 -0.918
C: 1.257 -0.644 0.206
N: 0.210 0.133 0.872
O: -0.519 1.086 0.261
C: -1.659 0.707 -0.402
S: -2.640 -0.574 -0.137
H: 1.534 -1.358 0.822
H: -0.462 -0.315 1.455
H: -1.871 1.581 -1.033

Atom charges from the natural (NBO) analysis, given in e for atoms 1 to 8: H 0.34; N -0.65; C 0.25; N -0.33; O -0.33; C 0.04; S -0.06; H 0.17

=====

(4)
A 2-piece molecular cluster, C2H8S4 overall in a non-equilibrium geometry, computed with the ωB97M-V functional and the def2-TZVPD basis.

max |F|: 1.407 eV/Å
orbital gap: 8.90 eV
total energy: -45544.2801 eV
LUMO: 0.21 eV
ΔE to the lowest compared entry with this formula, charge and spin: 0.4604 eV
HOMO level: -0.319 hartree
SMILES: CSS.CSS

CARTESIAN COORDINATES (ANGSTROEM)
C: -9.854 12.749 -8.492
S: -8.976 11.858 -7.181
S: -10.606 11.222 -5.991
H: -9.130 12.889 -9.312
H: -10.170 13.742 -8.129
H: -10.738 12.222 -8.888
H: -10.414 9.886 -5.994
C: -7.532 16.154 -11.539
S: -6.017 15.210 -11.137
S: -6.326 14.921 -9.033
H: -8.329 15.466 -11.212
H: -7.673 16.373 -12.611
H: -7.626 17.096 -10.973
H: -6.269 16.152 -8.483

Atom charges from the natural (NBO) analysis, given in e for atoms 1 to 8: C -0.76; S 0.10; S -0.16; H 0.23; H 0.22; H 0.23; H 0.14; C -0.75

=====

(5)
One molecule with the formula C16H24N6O3S2 in a non-equilibrium geometry, computed with the ωB97M-V functional and the def2-TZVPD basis.

max |F|: 1.603 eV/Å
orbital gap: 9.16 eV
total energy: -53736.9950 eV
LUMO: 0.50 eV
HOMO level: -0.318 hartree
SMILES: CC(C)CN(C(=O)CSc1nncs1)c1c(N)n(CC(C)C)c(=O)[nH]c1=O

CARTESIAN COORDINATES (ANGSTROEM)
C: -2.100 2.966 2.810
C: -1.831 1.470 2.933
C: -2.618 0.866 4.094
C: -2.225 0.739 1.643
N: -1.541 1.220 0.448
C: -2.211 2.033 -0.399
O: -3.366 2.364 -0.221
C: -1.507 2.449 -1.687
S: 0.017 3.430 -1.468
C: 1.160 2.370 -2.200
N: 0.889 1.215 -2.726
N: 1.956 0.594 -3.213
C: 3.048 1.244 -3.070
S: 2.864 2.784 -2.276
C: -0.212 0.758 0.232
C: -0.013 -0.387 -0.513
N: -1.080 -1.063 -1.010
N: 1.245 -0.892 -0.709
C: 1.529 -2.064 -1.525
C: 1.655 -3.348 -0.695
C: 2.143 -4.477 -1.599
C: 0.345 -3.734 -0.015
C: 2.369 -0.256 -0.195
O: 3.490 -0.656 -0.407
N: 2.120 0.854 0.557
C: 0.888 1.456 0.836
O: 0.851 2.465 1.507
H: -1.416 3.410 2.092
H: -3.121 3.147 2.483
H: -1.944 3.455 3.769
H: -0.762 1.323 3.113
H: -2.432 -0.203 4.177
H: -2.328 1.338 5.029
H: -3.685 1.021 3.947
H: -3.295 0.881 1.468
H: -2.012 -0.330 1.743
H: -2.204 3.079 -2.239
H: -1.220 1.586 -2.287
H: 4.000 0.883 -3.397
H: -0.947 -1.722 -1.756
H: -1.964 -0.583 -0.980
H: 2.489 -1.866 -2.009
H: 0.780 -2.169 -2.310
H: 2.412 -3.164 0.074
H: 2.264 -5.392 -1.026
H: 1.427 -4.664 -2.398
H: 3.100 -4.223 -2.046
H: -0.421 -3.962 -0.754
H: -0.015 -2.937 0.630
H: 0.495 -4.620 0.597
H: 2.936 1.313 0.949

Atom charges from the natural (NBO) analysis, given in e for atoms 1 to 8: C -0.62; C -0.23; C -0.60; C -0.21; N -0.45; C 0.68; O -0.61; C -0.63

=====

(6)
C17H39OP3ScSe as an isolated structure in a non-equilibrium geometry, computed with the ωB97M-V functional and the def2-TZVPD basis.

max |F|: 3.781 eV/Å
orbital gap: 5.99 eV
total energy: -134194.3177 eV
LUMO: -10.86 eV
ΔE to the lowest compared entry with this formula, charge and spin: 1.8567 eV
HOMO level: -0.619 hartree
charge: +3

CARTESIAN COORDINATES (ANGSTROEM)
Sc: 0.012 0.750 1.203
P: -1.755 -1.876 1.482
P: 1.626 -1.068 1.894
P: -2.011 0.998 -0.356
H: 3.218 2.947 -0.128
C: 2.134 3.182 -0.235
C: 1.041 2.653 0.446
H: 1.414 1.896 1.206
C: -1.676 -3.246 0.212
C: -1.365 -2.769 3.059
C: -3.580 -1.636 1.739
C: 3.292 -0.361 1.589
C: 1.805 -1.273 3.706
C: 2.118 -2.761 1.492
C: -1.890 2.463 -1.477
C: -3.630 1.497 0.295
C: -2.766 0.020 -1.738
H: 1.952 3.975 -0.972
H: 0.199 3.343 0.711
H: -2.220 -4.184 0.432
H: -0.632 -3.506 0.030
H: -1.977 -2.872 -0.771
H: -2.048 -3.597 3.288
H: -1.459 -2.066 3.885
H: -0.343 -3.145 3.077
H: -4.110 -2.538 2.075
H: -4.116 -1.243 0.883
H: -3.690 -0.896 2.526
H: 3.975 -0.998 2.155
H: 3.303 0.679 1.911
H: 3.512 -0.347 0.518
H: 2.783 -1.740 3.828
H: 1.027 -1.934 4.107
H: 1.811 -0.291 4.191
H: 3.020 -2.870 2.098
H: 2.356 -2.802 0.431
H: 1.396 -3.548 1.707
H: -2.803 2.532 -2.052
H: -1.013 2.426 -2.109
H: -1.755 3.351 -0.882
H: -4.221 1.868 -0.541
H: -3.468 2.315 0.986
H: -4.214 0.752 0.825
H: -3.332 0.735 -2.348
H: -3.455 -0.748 -1.394
H: -2.021 -0.471 -2.363
C: 1.719 0.253 -3.073
C: 2.607 1.271 -2.773
C: 3.228 1.975 -3.818
C: 2.838 1.758 -5.156
C: 2.066 0.655 -5.457
C: 1.584 -0.158 -4.425
Se: 0.596 -0.562 -1.669
H: -0.312 0.669 -1.886
H: 2.773 1.609 -1.740
H: 3.960 2.755 -3.567
H: 3.076 2.496 -5.946
H: 1.792 0.481 -6.514
H: 1.116 -1.081 -4.655
O: -0.928 1.285 3.071
H: -0.636 1.737 3.875
H: -1.927 1.263 3.109

Atom charges from the natural (NBO) analysis, given in e for atoms 1 to 8: Sc 1.50; P 0.80; P 0.71; P 0.68; H 0.26; C -0.07; C -0.68; H 0.09